# 1
The following is a quantum chemistry calculation of 11 unconnected molecules or ions with the total composition C45H116N4O21S7 at a distorted geometry, from OMol25.

```
193
Properties=species:S:1:pos:R:3
H 2.37143 4.67470 1.09834
H -5.32095 -2.86127 0.39253
H 6.07393 -0.19423 3.35606
H 0.09021 -3.53212 4.99117
H 4.04351 6.58251 -0.61323
H 5.45454 2.92781 -2.85550
H 2.92669 -0.54483 -4.75419
H -3.56837 4.55807 2.39872
C -0.30134 -1.78547 3.71357
H 5.02561 3.23929 -0.47019
S 1.60701 0.27133 0.72119
S -6.48122 -0.87463 -0.30188
O -2.95494 -1.36190 -5.14417
H -2.35006 6.61718 3.15461
H 3.50016 3.49314 1.24589
H -1.13664 -5.38755 1.22104
H 4.12528 -2.79619 0.79447
H 2.20386 -3.72771 -6.08734
C 3.34745 5.97683 -1.19353
C 6.01918 -0.63541 2.36084
H 1.80047 7.59213 -1.08896
C -3.69988 -0.58550 -4.23112
N 3.48452 4.55031 -0.69733
H -7.87627 -2.98929 1.18868
H -0.44780 -7.19961 0.07382
N -0.08119 -5.71086 -1.37769
H 5.45844 4.81493 -0.95946
H -1.40642 -2.97903 5.31522
S 1.03999 4.28972 5.60347
H 2.22537 -7.47100 -1.31400
H 1.55660 5.57551 7.53110
H 0.89641 -4.59669 0.13343
H 4.40318 -4.55759 -6.06581
H 1.08760 -2.19238 -4.34009
H 3.68075 3.03627 -2.79519
H 5.05511 -0.33778 1.94840
N 5.44930 -2.93040 3.31211
O 1.54741 5.34294 4.71349
H -4.77950 4.21484 -2.86869
H 2.23596 2.66654 3.75872
H 4.46236 1.85830 5.56714
H 2.67620 -3.71928 1.45263
H 5.20580 -2.97320 -6.20463
H -2.24481 -4.52913 0.10676
O -2.74603 -0.77426 4.99655
C 4.74399 4.02071 -1.17601
C 4.01952 -2.77978 2.92683
H -2.00591 2.00046 3.80033
H -3.89595 -1.26309 -3.40013
H 2.19743 1.32720 4.92325
H -2.29254 -1.00906 -1.37643
O -0.63597 3.97292 -0.29079
H 1.62882 -4.68196 -3.85303
H 0.45233 -1.95408 2.94438
H -2.02496 -5.93074 -1.47925
H -3.49849 7.60123 2.09705
H -3.17259 0.27648 -3.82242
C -0.31629 4.83205 2.19223
C -3.51492 5.52029 1.88942
H -0.05152 -3.57434 -0.88497
H -1.17626 -3.64077 1.15143
H -1.39614 -6.66618 -2.85796
H 4.35003 -4.37388 1.49826
H -5.88423 -1.97347 1.80878
N 3.04002 -3.14657 -4.31776
H 2.86026 -2.01840 -6.06609
C -1.96043 -0.62438 -0.41216
C 4.29171 5.39432 1.57757
H 2.03219 1.12869 -1.53104
H 4.59394 3.30447 4.60494
C -5.38865 -1.87118 0.84335
C -9.59180 -3.23029 -0.20887
H 7.35068 -2.16634 2.73602
S -2.46216 -0.38208 3.63764
H 2.01299 -6.45789 0.17681
O -5.63435 -0.56551 -1.45868
O 1.81911 0.86658 2.03263
C 6.31836 -2.15986 2.38619
C 4.61096 3.57746 -2.62221
C -1.52497 -4.55031 -3.13843
H 4.35960 5.10168 2.62536
H -0.77659 1.15634 2.77105
H -0.71833 -4.50644 -3.87021
H 6.76041 -0.15837 1.71967
H -0.22833 5.25481 7.38407
C -1.72964 0.42782 -6.79616
H -3.80682 2.43106 -0.42991
C 2.51280 -0.78334 -3.77444
H -2.69579 0.10384 -0.07004
C -0.52915 -0.12642 -0.70557
H 4.91141 -3.22602 5.31286
O -7.65770 -2.01406 -0.61692
C 2.99340 -3.05423 -5.75394
O -2.10028 2.87378 1.47835
S -1.39334 -0.86272 -5.49998
H -2.32496 1.22571 -6.35224
C 2.02223 -2.24635 -3.78183
H 3.23094 -5.76163 -2.14230
H -5.39162 0.70936 -4.18567
H 4.45590 1.67340 3.87398
H 3.11998 -5.26949 -4.50334
H 0.08562 -1.03960 4.40786
C -3.84282 2.71271 -1.48228
H 1.17001 6.10283 -1.83832
O -7.34047 5.21799 -2.78786
C -0.04028 -4.56147 -0.42287
H -0.81734 5.03078 3.13962
H 7.43272 -1.66319 4.94423
H 3.67363 6.00839 -2.23310
H -10.27708 -2.68003 -0.85361
H 5.34135 5.26206 1.31517
H 3.59435 -1.77634 2.94852
H 7.43129 -3.38306 5.35357
C 0.77865 4.84335 7.31472
H 3.36967 -3.23197 3.67604
H -9.17835 -4.07815 -0.75503
H -4.35975 -1.51479 0.89276
H -2.00340 -1.40047 0.35199
O -7.08246 0.20418 0.54717
C 0.16794 -7.05543 -0.81397
C -4.61283 4.01880 -1.80950
C -4.94483 0.01234 -4.89466
C 3.38195 4.45770 0.75216
C -0.75472 -3.10542 4.45069
H 4.66349 4.42751 -3.30248
H 3.20274 1.74381 -0.23415
H -8.88437 -1.64600 1.07871
C 3.73414 -3.47612 1.55131
H 5.05475 -1.57182 4.86012
O -5.88450 3.89271 -1.12195
C -7.13240 2.49404 -3.14806
O -2.48764 5.40327 0.84900
H 0.17359 -0.88599 -1.04810
H 1.61972 -8.22671 0.15022
C 4.09468 2.33708 4.65958
H 4.16828 -3.59669 -7.47432
H -8.12983 2.38296 -3.57338
C 5.54413 -2.53956 4.75025
H 2.37622 -4.39090 -1.65111
H 0.02891 5.70911 1.64478
H -6.84453 1.60404 -2.58849
H 0.78408 4.02780 8.03788
H -0.55822 0.66407 -1.45549
H -1.06041 -3.82067 3.68709
H -4.39483 1.91417 -1.97796
H 1.34282 6.20836 -0.16955
H 4.07121 6.45910 1.50200
O 2.05180 -1.09355 0.42331
H -0.69254 1.06060 4.53487
H -4.76484 0.50340 -5.85099
C -1.37106 1.12209 3.68403
H 1.57975 -2.52368 -2.82506
H 6.34945 -2.59159 1.38581
H -4.15762 6.81455 3.46414
H 6.76330 -2.26057 6.50356
C -1.24559 -4.54185 0.54206
O -0.16607 3.59454 5.25469
H 1.56545 2.33293 -0.34436
H 3.99199 -4.16798 -2.14311
H -4.15370 4.93323 -1.43385
S -7.34246 3.96665 -1.99824
H -5.72284 -0.75012 -4.93273
C 2.70242 -4.49375 -3.86149
O -8.42098 3.79841 -1.06775
C 3.08784 -4.71488 -2.41054
H -0.12751 -7.88120 -1.46122
O -0.05544 0.38573 0.48461
H 3.18162 -0.69337 -2.91848
O -3.63032 -0.07776 2.76252
O -0.65990 -1.92018 -6.14074
H 0.52855 4.16916 2.37908
O 2.24794 3.15754 5.85940
H -0.75609 0.74777 -7.16756
C 2.60897 2.31607 4.72107
H -10.25192 -3.58528 0.58254
H -2.52045 -4.73296 -3.54312
C 1.85119 6.50332 -1.08751
S -1.43911 4.06670 0.92906
O -1.35900 -1.34052 2.88452
H -2.84670 2.66866 -1.92263
H -2.37037 -0.09020 -7.50976
C 1.63756 -7.29388 -0.41334
H 1.68325 -0.11940 -3.53124
H -6.32863 2.74196 -3.84131
C -1.26032 -5.77800 -2.24088
C 6.86666 -2.45433 5.43591
H -4.46748 5.52809 1.35963
C 2.18727 1.45161 -0.50159
H -1.53770 -3.63368 -2.54875
C -8.48094 -2.44825 0.46085
C -3.35026 6.73112 2.73660
C 4.28462 -3.52461 -6.39294
O -0.91194 -0.16373 -4.32883
```

Results
Charge   0
M   1273.90 g/mol
Energy   -6370.2168 Ha

These are the Löwdin partial charges, in e, on atoms 1 to 2:
1 H 0.08
2 H 0.06

***

# 2
The following is a quantum chemistry calculation of 11 unconnected molecules or ions with the total composition C58H147N9O22 at a distorted geometry, from OMol25.

```
236
Properties=species:S:1:pos:R:3
H -2.76472 -2.25285 -5.59927
H 0.68631 -8.05664 -3.43824
H 5.29459 1.23855 -6.44703
H 4.49308 -0.93340 1.05887
H 2.84331 -4.55502 -4.70895
H -8.79645 -4.53332 -1.01379
H -4.69765 6.31904 0.39142
H 1.57755 0.46483 3.14088
H 1.19912 -4.87775 2.22447
H 6.07457 2.84868 -1.63471
C -2.98161 -6.22297 -3.52565
H -0.44760 -6.02359 -3.92470
H -5.53069 -3.32583 -2.19116
C 5.70178 5.15270 6.05262
C 0.32194 3.59983 -1.33897
C 3.91936 2.63968 3.80581
H -0.19621 -3.94633 10.39701
H 1.72230 -8.06678 1.80538
H -2.05204 3.58424 -5.92394
H -5.34455 9.25931 -4.28496
H 5.90738 4.49082 6.89389
H -0.58514 3.47904 -1.93118
H 6.02054 2.82488 -4.86889
H -6.00832 4.94716 -1.77304
H -7.61582 7.12656 -3.14423
C 3.62074 4.99317 -2.48724
H -0.72395 -5.14716 2.45117
H -4.63698 1.83630 5.39536
H -0.50425 1.82347 3.26769
C -0.36427 -1.52567 9.57368
C -1.37752 -0.87598 -0.84599
C 1.93017 -3.51450 -3.30065
H -0.83984 -2.86860 -1.41223
H 8.19008 2.45681 -4.78164
H -8.35013 1.43984 2.20913
H 3.13005 3.38805 -1.12670
H 3.67141 3.42086 -3.87028
H 0.24718 4.32373 -0.52750
O -0.29489 -0.08318 -1.24595
H -4.98086 -4.25746 0.54585
H -3.29615 4.62864 -0.47766
H 4.30838 5.21290 4.32795
H -5.99318 -2.76538 0.16935
C 1.47918 -7.39279 0.98396
C 1.69138 -8.22667 -0.27543
H 0.85589 -2.95203 -0.04236
H 0.43888 -7.08975 1.10255
C -4.34318 2.18222 4.40434
H 6.29495 4.14134 -6.05474
O 1.98723 -4.17077 -4.50623
H -2.78222 0.87962 3.96876
C 5.13561 4.75345 -4.38652
C -1.45435 0.54045 -4.38459
H -6.03167 5.17696 0.62936
C 8.25660 2.14360 -2.73393
C 5.59837 -4.27524 2.96573
C -3.48101 -4.84714 -3.01514
H -4.60780 1.16413 -0.69552
H 5.66752 1.15995 0.40949
H -2.04165 5.50230 -3.60362
C -1.14652 2.26515 2.50579
H 2.76564 -8.34845 -0.41421
H -3.76813 1.44034 0.80263
N 2.32292 -6.17546 0.99601
H -0.24139 -1.55235 10.65641
O 1.02959 -7.65753 -1.34070
H -0.67981 -5.97438 9.63229
H 6.50006 7.88768 7.79230
H -6.63269 2.92989 3.03624
H -6.06400 10.67600 -3.66169
N -0.89605 -5.61986 7.57413
C -6.65544 7.50298 -2.79198
C -1.36201 -4.35093 2.83456
O -6.81263 -4.50969 -0.26103
H 2.73669 -2.78261 -3.34514
H 6.47957 -4.91669 2.97677
H 3.27350 -0.89683 -0.27580
C -0.88168 -2.20076 -0.55180
C 6.50140 6.84804 7.46481
H -0.57412 0.02313 -4.00291
C -1.18101 1.89680 -4.98797
H -0.55800 2.46992 -4.30130
H 5.98216 5.27357 -3.93827
C 4.30997 -1.09578 -0.00330
H -2.00688 -0.83072 -1.73480
O -2.40646 -6.05956 -4.83561
O 9.20230 0.64227 -4.39769
H -5.05480 4.34848 -4.04181
H -3.81985 4.15163 1.15386
O 5.24047 -0.43788 -0.87127
N 7.52255 1.35390 -1.70475
O 1.44017 3.93528 -2.24129
H -2.69405 7.04592 -4.19815
H 5.68025 3.03306 4.63168
H 1.88765 -0.29621 1.59607
C -8.29603 -1.26821 2.41708
H 8.55269 -0.63529 -5.81263
C -6.26537 9.61720 -3.82442
H -5.89559 7.74133 -0.80719
O -4.70511 3.03365 -0.35636
O -7.68729 -0.30948 3.13670
C 2.65786 4.29201 -1.51140
H -2.60685 -4.21435 -2.86179
N -5.12675 1.51412 3.33030
H -2.19507 -5.43844 5.00699
H 3.54858 4.73035 5.81696
H 6.55061 5.11993 5.36958
C 6.09734 1.75968 -1.67549
C -2.94491 6.02101 -3.92482
H -1.50674 -1.95278 -4.38427
H 3.06707 -3.64476 3.22304
H -6.82034 1.80156 4.39315
H -5.92205 7.03989 -3.45213
O -6.65911 8.93023 -2.67816
H -9.30124 -1.01015 2.08382
C -7.89238 -3.92479 -0.99254
H -4.13322 -4.38541 -3.75645
C -2.89578 1.93386 4.22131
H -5.04383 -5.61011 -2.02333
N -4.27062 -4.99020 -1.82849
O 4.49220 -5.07116 2.66469
C 9.29276 0.16184 -5.74200
H 0.10242 -5.71912 7.45875
O -1.15838 -3.98266 4.21959
H -4.72006 2.03644 2.56748
H 7.93862 3.18152 -2.83237
H -4.01604 -2.99915 -1.25011
O 5.43175 6.43332 6.59456
H 2.06176 -4.78321 -0.28483
C -3.93853 1.85956 -0.18899
H -7.36913 6.76958 -0.84070
O -0.98767 -2.68344 9.04260
H -3.76467 2.14413 -3.97844
H 7.49910 0.36884 -1.92657
H 2.45241 4.85110 -0.59855
H 5.56735 2.23450 -7.78768
C -3.22685 3.05011 -4.25781
N -2.31059 2.75026 -5.41627
C -0.23507 -3.89043 9.30914
H -4.43476 3.26828 4.41781
H -1.05220 -3.46160 2.28573
H 4.07425 0.45117 4.29845
H 5.45857 -3.67405 3.86413
O -3.56140 5.36642 -5.05032
H -2.03057 0.68792 -3.47116
H 5.35091 0.96473 3.25817
H -1.81693 -0.45777 0.05961
H -6.96244 0.82943 1.50679
H -2.35297 -4.11075 6.84780
C 1.18650 -8.43745 -2.54779
O 1.77827 -4.08658 -0.88143
C 2.15358 -5.40340 2.25287
H 9.28272 2.14457 -2.36627
O -2.13442 -0.24605 -5.37095
H -8.22066 -3.01380 -0.49212
H 2.23207 -6.11157 3.07776
H 0.57282 2.63638 -0.89519
H 1.07244 -2.84494 -3.23653
H -0.36100 -5.66420 5.02588
O 0.33171 -2.21222 0.27311
H 5.80895 1.35634 -2.64618
N -5.57114 5.79235 -1.43447
C 5.56807 3.66374 -5.39776
H -1.06120 -0.69760 9.44443
C 1.78381 -4.59993 -2.11402
C -1.36151 -4.53551 6.69071
N 4.71915 3.20146 4.89249
C -1.02715 -5.66009 -4.77329
H 2.63892 -5.26888 -2.21095
C -6.42593 6.96064 -1.35252
C 2.34418 -0.03838 2.55169
H 0.46698 -0.37259 -0.73861
C -5.19944 5.44412 -0.02189
H -4.83358 3.69130 -5.58086
H 5.78560 -3.66437 2.08261
H 9.08578 0.96316 -6.45135
C -6.50796 1.89442 3.35300
H -3.85089 -6.84342 -3.74359
H -7.68925 -1.67672 1.60898
H 1.22399 -9.17466 -0.00908
H -3.70017 6.06989 -3.14040
H -8.50903 -2.07976 3.11288
H -2.71126 3.34094 -3.34256
H -2.37119 2.09689 5.16275
C -7.42297 0.93945 2.48858
C 4.84035 2.06514 -6.99339
H 3.93742 1.67559 -7.46358
C -0.97100 -5.16441 8.96351
C -4.14062 4.28722 0.12099
N 4.30470 4.06673 -3.42098
H -1.67290 -2.63756 0.05753
H -0.96389 -4.57194 -4.76949
H 3.41590 -3.78977 1.56596
H -0.46068 1.69364 -5.78041
H 4.17960 1.33169 -0.45284
H -1.35686 1.49858 1.75999
C -5.61546 -3.73094 -0.16700
C -4.84090 -3.68879 -1.42922
H 3.24312 5.76782 -3.15464
C -2.39771 -1.54187 -4.85906
H -7.06442 9.69814 -4.56136
C -4.26449 4.12440 -4.75826
H -3.00875 1.76262 -0.74955
O 4.48716 3.12683 -6.09275
H -2.35521 -6.69963 -2.77166
H 4.43759 5.45775 -1.93494
H -2.42885 -4.57279 2.80738
H 2.62741 -0.96134 3.05770
C 3.25190 -4.39698 2.45618
H 3.30591 -6.37170 0.87225
H 10.29873 -0.20640 -5.94326
H -0.52804 -6.10974 -5.63166
C 5.21280 1.00437 -0.56884
H 2.25602 -8.50953 -2.74535
H -0.70342 -3.68610 6.87376
C -1.21238 -5.00346 5.18924
H 0.89496 -5.22110 -2.22439
H -0.74928 3.12627 1.96841
C 4.28772 1.10528 3.45306
H -7.54350 -3.58063 -1.96616
H 7.44115 6.63460 6.95550
H 4.46372 -2.12878 -0.31536
O 3.51789 0.71496 2.36058
H 6.46214 6.28190 8.39542
H -3.14952 -1.50022 -4.07094
H 0.70075 -9.41248 -2.50970
C 8.12747 1.55217 -4.17683
H 0.58439 -1.19848 9.14811
H 0.69607 -3.96703 8.74771
O -2.39354 2.74199 3.12975
H 2.90618 2.77052 4.18585
H 7.20525 1.05305 -4.47433
H 4.58966 5.47939 -4.98905
H 3.94462 3.27539 2.92075
H -2.01401 -4.94609 9.19285
C 4.46825 4.63693 5.23943
```

Results
Charge   0
M   1322.86 g/mol
Energy   -4445.4529 Ha

These are the Löwdin partial charges, in e, on atoms 1 to 2:
1 H 0.09
2 H 0.07

***

# 3
The following is a quantum chemistry calculation of a molecular structure, H16HeO8Xe, from OMol25.

```
26
Properties=species:S:1:pos:R:3
H -1.08588 0.19307 -2.46642
O -1.77939 -0.45627 -2.58322
H 3.96662 0.38119 1.21572
H -3.39677 -0.61268 0.44159
He 0.93550 0.04023 -0.22041
H -0.20213 2.66036 -2.64135
H 4.00585 -1.10108 0.91038
Xe 1.79308 -2.79146 -1.46379
H 0.67263 1.49276 -2.23712
H -1.01642 -1.63343 1.59574
H 0.73214 -1.23609 2.15971
H -1.78381 1.74431 -0.42764
O 1.10747 2.31488 1.17631
H -1.76777 1.59808 1.07910
H 1.46231 1.43228 1.28279
H -2.89070 -0.81246 -0.97116
O -1.32853 1.29501 0.28446
O 1.01937 -0.40577 2.53957
H -1.50642 -0.96414 -3.34728
H -0.89620 -2.93070 0.82468
O -3.68148 -0.87107 -0.43499
H 1.63293 -0.65719 3.22991
H 0.18606 2.17812 0.95602
O 0.06647 1.78430 -2.91815
O -0.45093 -2.39750 1.48321
O 4.20589 -0.24479 0.53224
```

Results
Charge   0
M   279.41 g/mol
Energy   -943.7565 Ha

These are the Löwdin partial charges, in e, on atoms 1 to 2:
1 H -0.01
2 O -0.05